Record 1
The following is a quantum chemistry calculation of 2 unconnected molecules or ions with the total composition C4H10NO3 in a non-equilibrium geometry, from the OMol25 dataset.

Geometry as XYZ:
```
18
Properties=species:S:1:pos:R:3:forces:R:3
O -0.40314 0.81213 -1.99870 -3.1 0.8 -2.7
C -0.04223 0.37537 -0.93892 5.4 -0.2 0.6
O 1.07214 0.75757 -0.43989 -0.2 0.6 1.1
C -0.60272 -0.80845 -0.22559 -1.4 -1.2 -2.4
C 0.43394 -1.54554 0.59991 1.2 0.0 1.5
C 0.39848 -1.03662 2.06519 2.0 4.1 -2.9
N -1.44721 -1.69254 -1.12286 0.1 -0.6 -0.6
H -1.38145 -0.30604 0.28801 -0.7 0.0 1.8
H 1.52726 -1.45513 0.25586 -1.9 0.4 0.1
H 0.31839 -2.61254 0.67577 -0.9 -0.7 -0.4
H 0.64619 0.11462 1.97623 -0.1 -2.0 0.0
H -0.50849 -0.91522 2.53560 -2.3 -0.9 1.1
H 1.19437 -1.40111 2.63252 0.9 -1.0 1.3
H -0.89392 -2.27708 -1.79287 -0.4 1.1 0.8
H -2.12337 -1.13039 -1.69421 1.3 -0.4 0.7
H 0.02247 2.79941 0.46369 2.0 -0.3 3.8
H 1.11081 2.09619 1.37644 -0.1 -0.3 -0.6
O 0.46768 2.80860 1.45601 -2.0 0.6 -3.3
```
Positions in Å, forces in eV/Å.

## Properties
Net charge = -1
Kohn-Sham gap = 8.1 eV
Electronic energy = -438.9049 a.u.
Energy above the lowest of the compared OMol25 structures with the same formula, charge and spin = 210.9 kJ/mol
LUMO energy = 0.15197 Ha
2S+1 = 1

---

Record 2
The following is a quantum chemistry calculation of a molecular structure, C35H25CdCl4N7O3 in a non-equilibrium geometry, from the OMol25 dataset.

Geometry as XYZ:
```
75
Properties=species:S:1:pos:R:3:forces:R:3
Cd 0.45372 0.65027 1.43961 -0.4 0.2 -0.1
C 4.08903 -1.08272 -3.82673 -0.1 -2.6 -0.1
C 3.00320 -1.16374 -2.77919 -0.4 1.8 -0.5
C 3.29751 -1.19877 -1.42304 0.1 -0.4 0.0
C 2.22958 -1.14043 -0.54044 0.6 -0.4 -0.6
C 0.91179 -1.02623 -0.96746 -0.2 -0.1 1.8
N -0.02453 -1.10221 0.08125 -0.8 0.4 -0.1
C -0.81023 -2.21712 0.16190 2.2 0.8 -0.1
C -0.47173 -3.40565 -0.48675 0.3 -0.8 -1.0
C -1.27994 -4.52979 -0.53410 -0.6 2.0 0.7
C -2.54140 -4.44962 0.06794 -0.2 -1.2 -0.1
C -3.62530 -5.47508 -0.15777 0.0 -0.8 -0.7
C -2.81875 -3.34150 0.83741 0.5 -0.6 0.0
C -1.94373 -2.28862 0.92225 -1.8 0.8 1.5
N -2.46370 -1.14495 1.61870 -0.4 0.9 -1.4
C -2.52307 -0.80534 2.92506 0.6 0.0 0.2
C -3.18041 0.38141 3.03058 -1.2 0.0 -2.2
C -3.52813 0.69827 1.65876 -0.5 0.8 1.4
N -3.13385 -0.22589 0.82398 0.9 -0.6 0.4
C 0.63736 -0.77804 -2.30263 -0.5 -0.5 -0.2
C 1.67592 -0.89213 -3.18718 1.4 -0.2 -0.8
N -0.67992 -0.55423 -2.81421 0.9 -0.4 0.9
C -1.86459 -0.90328 -2.25515 -1.0 1.0 -0.7
C -2.82204 -0.57523 -3.19613 0.2 -0.6 0.0
C -2.08840 -0.11464 -4.29889 -1.0 0.7 -0.9
N -0.80555 -0.06645 -4.06380 0.5 -0.3 0.3
H 4.97752 -1.65966 -3.50552 -0.2 0.4 0.0
H 3.72803 -1.63448 -4.70737 0.1 0.2 0.0
H 4.40043 -0.13107 -4.17168 0.1 1.2 0.1
H 4.33917 -1.34943 -1.09088 -0.7 0.2 -0.1
H 2.34324 -1.26306 0.52063 0.3 0.0 0.3
H 0.42030 -3.36611 -1.09453 0.3 -0.3 0.1
H -0.92288 -5.37117 -1.05527 0.1 -1.1 -0.7
H -4.29194 -5.17060 -0.97842 0.0 0.2 0.2
H -3.26859 -6.46424 -0.51316 0.2 0.5 0.4
H -4.25070 -5.65268 0.71755 0.0 0.1 0.1
H -3.69391 -3.30388 1.44683 -0.7 0.1 0.1
H -1.93764 -1.34557 3.64639 -0.1 -0.2 0.2
H -3.55291 0.92675 3.85602 0.3 0.4 0.8
H -4.05219 1.62563 1.31818 0.5 -1.1 0.2
H 1.46974 -0.76229 -4.24913 0.1 0.0 0.3
H -2.08064 -1.20662 -1.24537 0.5 0.0 -0.2
H -3.87525 -0.76531 -3.10068 -0.1 0.2 0.0
H -2.43081 0.25635 -5.26771 -0.1 -0.2 0.4
Cl 0.50889 2.04526 8.22494 0.0 0.1 0.8
C -0.08072 1.92211 6.61664 0.9 -1.0 0.4
C -1.14922 2.63118 6.21065 -0.6 0.8 -0.5
Cl -2.05657 3.58033 7.34809 -0.1 0.1 0.1
C -1.47066 2.65753 4.83874 0.3 -0.1 -0.2
Cl -2.70577 3.77998 4.29511 0.1 -0.3 -0.2
C -0.72875 1.92242 3.89863 0.1 -0.3 0.1
O -0.92846 1.99251 2.63670 0.1 0.2 -0.2
C 0.30188 0.93901 4.38593 -1.2 1.3 0.2
O 0.81140 0.12969 3.53317 0.4 -0.3 0.3
C 0.60450 1.05653 5.74035 0.5 -0.7 -0.6
Cl 1.87548 -0.00089 6.36747 -0.2 0.2 -0.2
O 2.47407 1.57755 0.94663 0.9 0.0 -0.7
C 3.02212 1.91809 -0.17200 -0.8 0.6 0.1
C 4.45893 1.90187 -0.35759 -1.4 0.1 0.9
C 5.08349 2.17698 -1.54378 -0.5 -0.2 0.5
C 4.28819 2.46132 -2.66050 0.4 0.7 -0.9
C 2.92687 2.63935 -2.51293 -0.6 -0.4 0.9
C 2.27116 2.45262 -1.27727 0.0 -0.7 -0.7
C 0.80934 2.66854 -1.20764 0.4 0.0 0.3
N -0.01593 2.18208 -0.28748 0.6 0.6 -0.7
C -1.18991 2.83681 -0.47004 -0.9 0.5 0.5
C -1.12988 3.72418 -1.49819 -0.3 -0.2 -0.4
N 0.13702 3.56666 -2.00849 1.4 -0.3 0.2
H 4.91141 1.72281 0.60233 0.8 -0.2 0.0
H 6.16438 2.16165 -1.54803 0.1 0.0 -0.4
H 4.74067 2.67632 -3.63015 0.0 -0.2 0.2
H 2.26171 2.83672 -3.34805 0.4 0.1 -0.3
H -1.96891 2.75090 0.25878 -0.4 -0.3 0.0
H -1.88581 4.35538 -1.95929 0.4 -0.2 0.2
H 0.64529 4.12364 -2.68259 -0.5 0.0 0.2
```
Positions in Å, forces in eV/Å.

## Properties
Net charge = -2
Kohn-Sham gap = 5.7 eV
Electronic energy = -3966.3661 a.u.
LUMO energy = 0.16063 Ha
2S+1 = 1

---

Record 3
The following is a quantum chemistry calculation of a single C14H26FNO3 molecule, from the OMol25 dataset.

Geometry as XYZ:
```
45
Properties=species:S:1:pos:R:3:forces:R:3
C 5.21612 -2.14060 0.46636 -0.3 0.0 0.1
C 4.28562 -0.96260 0.15284 0.0 0.0 0.2
C 5.05390 0.32237 -0.15594 -0.1 -0.3 -0.3
C 4.24283 1.47840 -0.74228 0.1 0.3 0.3
C 3.03214 1.95839 0.06981 0.0 0.1 -0.2
C 1.74687 1.15016 -0.09495 -0.2 0.2 0.3
C 0.54804 1.82030 0.58305 0.0 0.1 -0.3
C -0.79778 1.14392 0.24061 0.2 0.1 0.4
C -1.69721 2.06816 -0.57951 -0.1 -0.3 0.0
C -3.03942 1.46895 -1.07579 0.1 0.3 0.3
C -3.42857 0.12518 -0.50165 -0.1 0.0 -0.2
O -3.74720 0.31787 0.89501 0.0 -0.1 0.1
C -4.53085 -0.63219 1.46031 -0.4 0.0 0.6
O -5.48404 -0.34614 2.13744 0.3 -0.1 -0.5
N -4.10867 -1.95689 1.26744 0.0 0.5 -0.6
C -5.06516 -2.85440 0.62000 0.0 -0.2 0.6
C -4.73373 -3.15209 -0.81549 -0.7 0.1 -0.6
O -5.47026 -3.18227 -1.74479 0.5 -0.1 0.5
F -3.41634 -3.42035 -0.96893 0.1 0.0 0.0
H 5.51094 -2.12279 1.51767 0.2 0.0 -0.1
H 4.70026 -3.08921 0.30372 0.1 0.0 0.0
H 6.11560 -2.11560 -0.15026 0.0 -0.1 0.0
H 3.64842 -0.79782 1.02747 -0.1 0.0 -0.1
H 3.60644 -1.21491 -0.66756 0.1 0.0 -0.1
H 5.57408 0.64698 0.75162 0.0 0.1 0.0
H 5.83160 0.06496 -0.88520 0.0 0.1 0.1
H 3.93387 1.25216 -1.76842 -0.1 -0.1 0.1
H 4.92649 2.33143 -0.81807 0.0 -0.1 -0.1
H 2.80053 2.97600 -0.26620 0.0 0.0 0.1
H 3.30675 2.04833 1.12760 0.0 -0.1 0.0
H 1.51819 1.06087 -1.16379 0.1 -0.1 0.0
H 1.84904 0.14503 0.31870 0.0 0.0 -0.2
H 0.51448 2.86576 0.25303 0.0 0.0 0.1
H 0.69745 1.85630 1.66564 0.0 -0.1 0.0
H -0.59933 0.20740 -0.28921 0.0 0.0 -0.1
H -1.29656 0.87408 1.17460 -0.1 -0.1 -0.1
H -1.11738 2.40209 -1.44494 -0.1 0.1 0.0
H -1.91321 2.94561 0.03256 0.1 0.0 -0.1
H -3.84837 2.15260 -0.80490 0.0 0.0 -0.1
H -3.04893 1.40249 -2.16490 0.0 -0.2 0.0
H -2.64826 -0.62931 -0.62713 0.1 0.1 0.1
H -4.32638 -0.23044 -1.01980 0.0 0.0 0.1
H -3.18078 -2.00243 0.86936 0.0 -0.2 0.0
H -5.09675 -3.80944 1.15491 0.0 0.0 -0.1
H -6.06447 -2.42632 0.65995 0.1 0.0 0.0
```
Positions in Å, forces in eV/Å.

## Properties
SMILES string = CCCCCCCCCCCOC(=O)NCC(=O)F
Kohn-Sham gap = 11.0 eV
Electronic energy = -929.3987 a.u.
LUMO energy = 0.02092 Ha
2S+1 = 1

---

Record 4
The following is a quantum chemistry calculation of 3 unconnected molecules or ions with the total composition C2H7N3O2 in a non-equilibrium geometry, from the OMol25 dataset.

Geometry as XYZ:
```
14
Properties=species:S:1:pos:R:3:forces:R:3
N 0.53645 -2.35865 0.08268 -2.3 -1.4 0.2
N 1.61835 -2.40055 0.26157 0.6 -0.9 0.0
O 2.76139 -2.47571 0.41468 2.1 0.1 0.4
H 1.23964 1.00294 0.55696 0.3 -1.8 -0.8
N 1.29919 0.24530 -0.20841 2.3 3.9 1.2
C 0.18125 -0.17686 -0.48808 -4.0 -1.7 0.4
C -1.12013 -0.14247 0.42062 1.7 -1.3 -0.4
H 0.09205 -0.88594 -1.31860 0.0 0.6 -0.3
H -1.33641 0.88201 0.64948 -1.2 0.2 -0.4
H -0.83494 -0.53842 1.41368 0.1 -0.2 -0.5
H -1.85140 -0.87526 -0.02212 0.3 1.4 0.5
O -0.88799 2.64559 -0.17425 -2.1 2.2 -4.0
H -1.44753 3.09179 -1.06717 2.9 -2.3 4.0
H -0.24991 1.98623 -0.52104 -0.6 0.9 -0.4
```
Positions in Å, forces in eV/Å.

## Properties
SMILES string = N#[N+][O-].[H]/N=C\C.O
Kohn-Sham gap = 10.4 eV
Electronic energy = -394.9991 a.u.
Energy above the lowest of the compared OMol25 structures with the same formula, charge and spin = 540.7 kJ/mol
LUMO energy = 0.02310 Ha
2S+1 = 1